A molecular structure, C49H118AsF6N6O6, computed with wB97M-V/def2-TZVPD.

ORCA input file:
```
! wB97M-V def2-TZVPD RIJCOSX def2/J DEFGRID3
* xyz 5 1
As 0.141 1.367 0.925
F -0.891 2.315 2.083
F 0.405 2.951 0.132
F 1.193 0.672 -0.383
F -0.124 -0.240 1.788
F -1.334 1.229 -0.125
F 1.555 1.588 1.986
C -4.107 0.738 2.504
C -5.137 -0.290 2.966
C -5.981 -0.664 1.688
C -5.263 -1.618 0.651
C -4.891 -2.937 1.416
C -3.922 -2.660 2.590
N -4.394 -1.534 3.493
O -4.006 -1.572 4.864
C -2.507 -2.261 2.095
C -3.933 -3.928 3.437
C -5.942 0.334 4.099
H -3.465 0.473 1.664
H -3.447 0.943 3.347
H -4.567 1.671 2.180
H -6.364 0.176 1.109
H -6.928 -1.039 2.076
H -4.435 -1.106 0.162
H -5.905 -1.931 -0.172
H -4.255 -3.533 0.762
H -5.869 -3.375 1.614
H -2.319 -1.464 1.376
H -2.132 -3.192 1.669
H -1.993 -2.015 3.024
H -3.267 -3.921 4.300
H -3.593 -4.682 2.728
H -4.936 -4.241 3.728
H -6.521 1.164 3.693
H -5.421 0.762 4.955
H -6.633 -0.410 4.496
C -4.936 5.833 -2.580
C -4.121 6.365 -1.367
N -2.692 5.694 -1.280
C -2.186 6.128 0.139
C -2.751 4.177 -1.536
C -3.898 3.444 -0.749
C -1.793 6.347 -2.326
C -0.357 5.794 -2.622
O 0.454 6.140 -1.464
C 1.782 5.534 -1.511
H -4.965 4.755 -2.734
H -4.448 6.291 -3.441
H -5.991 6.098 -2.514
H -4.631 6.094 -0.443
H -3.965 7.444 -1.392
H -2.214 7.205 -0.029
H -1.241 5.696 0.468
H -2.973 5.880 0.851
H -1.791 3.783 -1.203
H -2.734 3.983 -2.608
H -4.812 3.935 -0.414
H -3.518 3.155 0.231
H -4.163 2.544 -1.303
H -1.713 7.388 -2.011
H -2.317 6.331 -3.281
H 0.114 6.246 -3.495
H -0.390 4.716 -2.781
H 2.159 5.857 -0.541
H 2.514 5.960 -2.198
H 1.825 4.446 -1.558
C 7.305 2.685 3.723
C 5.836 2.738 3.295
N 5.208 4.138 3.600
C 6.107 5.171 3.042
C 3.863 4.021 2.797
C 2.786 5.089 3.135
C 5.048 4.478 5.105
C 4.504 3.382 6.091
O 3.322 2.939 5.380
C 2.716 1.947 6.166
H 7.435 3.042 4.745
H 8.017 3.166 3.052
H 7.615 1.643 3.653
H 5.176 2.007 3.764
H 5.587 2.504 2.260
H 6.997 5.298 3.658
H 5.553 6.099 3.180
H 6.316 5.057 1.979
H 3.407 3.038 2.917
H 4.219 4.288 1.802
H 3.030 6.148 3.058
H 2.433 4.931 4.154
H 1.952 4.900 2.457
H 4.333 5.300 5.121
H 6.060 4.735 5.421
H 4.193 3.775 7.060
H 5.403 2.768 6.049
H 2.279 2.508 6.992
H 3.207 1.051 6.543
H 1.821 1.679 5.605
C -3.960 -7.779 -2.664
C -2.587 -7.098 -2.798
N -2.545 -5.642 -3.276
C -3.285 -5.526 -4.582
C -3.182 -4.701 -2.166
C -3.507 -3.283 -2.794
C -1.095 -5.103 -3.678
C -0.170 -4.713 -2.487
O -0.513 -3.329 -2.087
C -0.172 -3.024 -0.750
H -4.637 -7.783 -3.518
H -4.559 -7.404 -1.834
H -3.860 -8.861 -2.574
H -1.995 -7.733 -3.457
H -1.964 -7.078 -1.904
H -4.343 -5.625 -4.337
H -2.947 -6.207 -5.363
H -3.173 -4.500 -4.935
H -2.581 -4.594 -1.263
H -4.114 -5.198 -1.900
H -2.647 -2.744 -3.191
H -3.807 -2.633 -1.972
H -4.304 -3.186 -3.530
H -1.080 -4.274 -4.385
H -0.582 -5.983 -4.067
H 0.869 -4.637 -2.808
H -0.206 -5.362 -1.612
H 0.840 -3.387 -0.569
H -0.801 -3.467 0.022
H -0.125 -1.959 -0.522
C 3.948 -0.267 2.838
C 3.384 -1.651 2.336
N 3.310 -2.872 3.312
C 4.781 -3.325 3.521
C 2.960 -2.437 4.830
C 1.543 -1.733 4.948
C 2.288 -3.968 2.969
C 2.707 -4.817 1.761
O 2.892 -4.027 0.515
C 3.475 -4.802 -0.520
H 4.912 -0.459 3.310
H 3.389 0.221 3.636
H 3.976 0.490 2.054
H 3.962 -2.093 1.525
H 2.386 -1.531 1.913
H 5.315 -2.532 4.043
H 5.369 -3.542 2.629
H 4.783 -4.139 4.246
H 3.741 -1.788 5.226
H 2.968 -3.396 5.348
H 1.048 -1.722 5.919
H 0.870 -2.209 4.234
H 1.652 -0.676 4.707
H 1.352 -3.503 2.658
H 2.068 -4.479 3.906
H 1.863 -5.447 1.480
H 3.611 -5.303 2.128
H 2.639 -5.293 -1.018
H 4.294 -5.487 -0.305
H 3.876 -4.270 -1.383
C 2.378 -0.241 -2.970
C 1.890 0.444 -4.299
N 0.702 -0.359 -4.939
C 1.334 -1.610 -5.699
C -0.462 -0.832 -3.995
C -1.186 0.240 -3.159
C -0.064 0.579 -6.004
C 0.438 0.527 -7.402
O 1.827 0.897 -7.446
C 2.460 0.807 -8.745
H 1.504 -0.216 -2.318
H 3.289 0.111 -2.487
H 2.453 -1.312 -3.158
H 2.576 0.527 -5.142
H 1.426 1.409 -4.097
H 1.623 -2.323 -4.928
H 2.157 -1.282 -6.336
H 0.537 -2.061 -6.290
H 0.079 -1.537 -3.363
H -1.082 -1.503 -4.589
H -1.839 -0.279 -2.457
H -1.921 0.790 -3.746
H -0.370 0.704 -2.606
H -0.073 1.592 -5.599
H -1.101 0.250 -5.944
H -0.262 1.022 -8.074
H 0.455 -0.512 -7.732
H 2.228 -0.093 -9.315
H 3.542 0.861 -8.620
H 2.339 1.714 -9.336
*
```

Values from the calculation:
Frontier orbital gap, eV: 5.8
HOMO level, eV: -18.699
E_LUMO, eV: -12.94
Total energy, a.u.: -5550.69811